1.
125
Properties=species:S:1:pos:R:3 method="wB97M-V/def2-TZVPD" relative_energy_kj_mol=267.4 energy_ev=-80949.951 lumo_ev=2.197 total_charge=-1 max_force_ev_per_a=2.26 homo_ev=-6.2 multiplicity=1
Cl -0.16 -0.21 0.40
O 0.98 0.62 0.79
O -1.30 0.13 1.19
O -0.46 -0.05 -0.99
O 0.18 -1.59 0.65
C -0.31 4.90 8.55
O -1.06 3.85 7.94
C -2.36 4.26 7.65
C -3.09 3.31 6.67
N -2.55 3.24 5.35
C -1.15 2.94 5.12
C -0.97 2.77 3.61
O -1.09 4.11 3.11
C -1.07 4.23 1.72
H -0.84 5.26 9.43
H -0.26 5.68 7.78
H 0.68 4.60 8.87
H -2.30 5.21 7.09
H -3.01 4.41 8.52
H -4.14 3.59 6.63
H -3.08 2.32 7.15
H -2.91 3.85 4.63
H -1.02 1.97 5.60
H -0.48 3.77 5.36
H -1.70 2.12 3.12
H 0.01 2.43 3.23
H -2.07 4.08 1.29
H -0.43 3.51 1.20
H -0.75 5.22 1.38
C -0.17 2.51 -2.83
O -0.25 3.66 -3.61
C -0.88 4.74 -2.97
C -0.87 5.97 -3.88
N -0.62 7.21 -3.18
C -0.42 8.48 -3.83
C -1.75 9.26 -3.91
O -1.62 10.55 -4.40
C -1.27 11.56 -3.48
H 0.14 1.62 -3.39
H -1.19 2.26 -2.49
H 0.49 2.56 -1.96
H -0.26 5.05 -2.12
H -1.90 4.42 -2.74
H -1.72 5.95 -4.57
H -0.04 5.83 -4.60
H 0.05 7.01 -2.45
H -0.06 8.29 -4.85
H 0.19 9.12 -3.19
H -2.18 9.19 -2.90
H -2.42 8.65 -4.52
H -1.63 11.29 -2.48
H -1.82 12.46 -3.76
H -0.22 11.83 -3.49
C 1.51 -4.93 0.33
O 2.14 -5.74 1.34
C 1.52 -7.02 1.35
C 2.37 -7.86 2.28
N 1.74 -9.11 2.67
C 2.41 -9.82 3.74
C 1.69 -11.13 4.06
O 1.67 -11.98 2.89
C 2.63 -13.00 2.95
H 1.81 -3.89 0.37
H 0.43 -5.07 0.46
H 1.80 -5.31 -0.66
H 1.57 -7.47 0.34
H 0.44 -6.99 1.53
H 2.67 -7.36 3.20
H 3.27 -8.14 1.71
H 1.64 -9.83 1.96
H 2.35 -9.21 4.64
H 3.47 -9.98 3.46
H 0.66 -10.93 4.36
H 2.29 -11.69 4.78
H 2.81 -13.35 1.92
H 2.23 -13.93 3.38
H 3.59 -12.75 3.40
C -7.39 1.39 2.04
O -6.67 0.20 1.75
C -5.43 0.51 1.12
C -4.54 -0.72 0.87
N -5.17 -1.61 -0.12
C -4.33 -2.80 -0.34
C -3.27 -2.53 -1.43
O -3.99 -2.09 -2.57
C -3.37 -1.08 -3.33
H -8.14 1.07 2.76
H -7.75 1.89 1.15
H -6.72 2.07 2.58
H -4.89 1.11 1.86
H -5.47 1.12 0.22
H -4.49 -1.26 1.81
H -3.62 -0.23 0.52
H -5.09 -1.08 -0.98
H -4.90 -3.63 -0.76
H -3.77 -3.10 0.55
H -2.69 -3.42 -1.70
H -2.45 -1.88 -1.11
H -3.06 -0.21 -2.74
H -4.03 -0.75 -4.14
H -2.48 -1.52 -3.81
C 5.44 0.48 -7.53
O 6.37 0.56 -6.48
C 6.83 -0.71 -6.00
C 6.70 -0.70 -4.47
N 5.53 -1.43 -4.01
C 5.51 -1.79 -2.58
C 4.37 -2.71 -2.17
O 3.23 -2.47 -2.99
C 2.44 -1.40 -2.54
H 5.80 -0.06 -8.41
H 5.12 1.49 -7.80
H 4.52 0.00 -7.18
H 7.86 -0.82 -6.34
H 6.21 -1.54 -6.36
H 6.58 0.35 -4.16
H 7.58 -1.00 -3.89
H 4.73 -0.84 -4.18
H 5.49 -0.79 -2.11
H 6.51 -2.14 -2.34
H 4.09 -2.50 -1.14
H 4.54 -3.78 -2.31
H 2.15 -1.48 -1.48
H 1.53 -1.19 -3.09
H 3.03 -0.47 -2.55


2.
131
Properties=species:S:1:pos:R:3 method="wB97M-V/def2-TZVPD" relative_energy_kj_mol=417.4 energy_ev=-136054.533 lumo_ev=-1.477 total_charge=+1 max_force_ev_per_a=4.94 homo_ev=-12.5 multiplicity=1
K 0.13 -0.87 -0.29
C -3.23 4.40 -0.79
C -2.48 3.31 -0.02
O -1.44 3.84 0.72
P 0.01 3.14 0.68
O 0.02 1.62 0.96
O 0.57 3.48 -0.84
C 0.29 4.64 -1.45
C 1.60 5.35 -1.91
O 0.86 4.09 1.67
C 2.16 3.76 2.17
C 3.28 3.99 1.16
H -3.35 4.02 -1.81
H -4.24 4.55 -0.41
H -2.59 5.24 -1.05
H -3.17 2.82 0.67
H -2.14 2.60 -0.78
H -0.37 4.46 -2.29
H -0.23 5.36 -0.81
H 2.34 4.56 -2.04
H 1.53 5.91 -2.84
H 1.97 5.98 -1.10
H 2.39 4.45 2.98
H 2.09 2.72 2.48
H 3.03 3.55 0.19
H 3.58 5.02 0.98
H 4.19 3.56 1.58
C 4.36 -3.34 5.22
C 4.32 -1.94 4.60
O 3.34 -1.89 3.55
P 3.30 -0.70 2.42
O 2.52 -0.95 1.24
O 2.91 0.61 3.20
C 1.73 0.61 3.99
C 1.67 1.56 5.14
O 4.88 -0.46 2.15
C 5.38 0.68 1.47
C 6.30 0.18 0.30
H 3.32 -3.52 5.51
H 4.70 -3.92 4.36
H 4.98 -3.45 6.11
H 4.33 -1.07 5.26
H 5.31 -1.78 4.17
H 0.96 0.79 3.24
H 1.52 -0.38 4.41
H 1.66 2.60 4.79
H 0.85 1.42 5.84
H 2.53 1.47 5.80
H 4.53 1.25 1.11
H 5.96 1.31 2.15
H 5.67 -0.45 -0.33
H 6.66 1.01 -0.30
H 7.10 -0.43 0.71
C -1.09 3.63 -6.15
C 0.16 3.16 -5.38
O -0.11 2.46 -4.18
P 0.76 1.22 -3.78
O 0.14 0.39 -2.68
O 1.05 0.38 -5.19
C 2.07 -0.54 -5.36
C 2.90 -0.16 -6.51
O 2.19 1.95 -3.42
C 3.03 1.26 -2.44
C 4.52 1.69 -2.83
H -1.67 2.74 -6.42
H -1.78 4.14 -5.48
H -0.96 4.26 -7.02
H 0.89 2.67 -6.02
H 0.68 4.09 -5.16
H 2.76 -0.47 -4.52
H 1.72 -1.56 -5.25
H 2.29 0.05 -7.39
H 3.48 0.76 -6.41
H 3.55 -0.99 -6.78
H 2.72 1.55 -1.44
H 2.88 0.19 -2.61
H 4.58 1.83 -3.91
H 4.79 2.62 -2.34
H 5.22 0.90 -2.55
C 1.20 -6.93 3.25
C 1.23 -5.59 2.54
O 0.18 -4.90 3.12
P -0.70 -4.00 2.10
O 0.07 -3.00 1.37
O -1.39 -5.14 1.14
C -2.29 -6.15 1.69
C -3.19 -6.62 0.55
O -1.99 -3.38 2.97
C -1.79 -2.15 3.57
C -1.01 -2.16 4.87
H 0.42 -7.49 2.73
H 2.02 -7.63 3.15
H 0.89 -6.81 4.29
H 2.21 -5.15 2.69
H 1.12 -5.84 1.48
H -1.82 -6.90 2.32
H -2.92 -5.66 2.43
H -3.60 -5.73 0.07
H -2.65 -7.25 -0.16
H -3.99 -7.23 0.96
H -1.46 -1.50 2.75
H -2.72 -1.63 3.81
H -0.69 -1.17 5.21
H -1.56 -2.78 5.58
H -0.11 -2.73 4.65
C -5.71 -3.69 0.00
C -4.57 -2.57 0.14
O -4.79 -1.58 -0.87
P -4.05 -0.14 -0.54
O -2.66 -0.31 -0.10
O -4.22 0.67 -1.96
C -3.54 0.34 -3.17
C -3.71 1.38 -4.25
O -5.02 0.73 0.45
C -6.38 0.74 0.16
C -6.81 2.01 -0.70
H -5.69 -4.10 -1.01
H -5.71 -4.51 0.72
H -6.62 -3.19 0.35
H -4.58 -2.20 1.16
H -3.58 -2.92 -0.13
H -2.48 0.08 -3.07
H -3.99 -0.52 -3.66
H -3.52 2.37 -3.85
H -2.98 1.13 -5.01
H -4.74 1.43 -4.60
H -6.69 -0.20 -0.31
H -6.99 0.67 1.05
H -6.73 2.90 -0.06
H -6.19 2.08 -1.59
H -7.86 1.89 -0.95